Record 1
36
Properties=species:S:1:pos:R:3:forces:R:3 method="wB97M-V/def2-TZVPD" mol_weight_g_mol=292.2 smiles="C[C@H]1COC(=O)O1.C[C@H]1COC(=O)O1.O=C1OCCO1"
C -3.498 19.743 -10.178 -1.155 1.136 0.364
C -4.818 20.023 -10.973 1.705 -1.109 2.016
O -4.363 20.855 -12.016 -0.791 -0.118 -0.231
C -3.163 21.361 -11.716 0.861 0.814 0.019
O -2.582 22.184 -12.351 -0.273 -0.122 -0.136
O -2.677 20.866 -10.554 -0.077 -1.234 -0.437
H -3.148 18.735 -10.389 0.842 0.307 -0.171
H -3.667 19.913 -9.117 0.029 -0.591 0.109
H -5.454 20.480 -10.215 -0.623 0.517 -0.872
H -5.184 19.047 -11.267 -0.531 0.431 -0.726
C -4.603 15.722 -9.849 -0.384 0.303 -0.116
C -4.778 15.367 -11.311 0.388 -0.088 -0.157
C -6.190 15.187 -11.848 -1.413 -0.135 -0.751
O -6.368 16.230 -12.829 0.754 -0.701 0.204
C -5.196 16.893 -12.971 -0.981 0.710 -0.137
O -5.056 17.809 -13.713 0.291 0.008 -0.242
O -4.276 16.455 -12.109 0.300 -0.085 0.265
H -5.318 16.507 -9.589 -0.035 -0.021 0.008
H -3.609 16.128 -9.673 0.106 -0.202 -0.039
H -4.778 14.878 -9.184 0.035 -0.112 -0.087
H -4.193 14.505 -11.629 0.154 -0.083 0.413
H -7.050 15.254 -11.182 0.426 0.316 0.544
H -6.336 14.235 -12.362 0.335 -0.041 -0.056
C -11.714 16.716 -12.840 -0.424 -1.073 -0.346
C -10.331 17.243 -13.189 -1.249 0.473 0.438
C -10.283 18.735 -13.541 -0.755 -1.042 -0.327
O -9.023 19.112 -13.027 0.254 0.600 0.170
C -8.647 18.223 -12.068 -0.832 0.124 -1.582
O -7.617 18.244 -11.509 0.940 0.365 1.295
O -9.594 17.280 -11.963 0.405 -0.789 0.559
H -12.161 17.171 -11.958 0.328 0.296 0.026
H -11.670 15.640 -12.646 0.260 0.106 0.224
H -12.473 16.753 -13.627 0.382 0.489 -0.284
H -9.795 16.589 -13.879 -0.045 0.148 -0.170
H -11.139 19.201 -13.042 0.382 0.389 0.253
H -10.375 18.950 -14.602 0.393 0.014 -0.040

Record 2
136
Properties=species:S:1:pos:R:3:forces:R:3 method="wB97M-V/def2-TZVPD" relative_energy_kcal_mol=0.0 mol_weight_g_mol=827.2 smiles="CCCCCCCCCCCCCc1ccc(CCCc2ccccc2)c2c1C(=O)c1c(cccc1S(C)(=O)=O)C2=O.CC(C)O.CC(C)O.CC(C)O.CC(C)O"
C 0.053 7.043 0.364 -0.795 -0.205 -0.140
C -1.229 6.184 0.403 0.673 0.324 0.082
C -1.052 4.859 -0.334 -0.357 0.020 0.637
C -2.217 3.879 -0.057 0.781 0.132 -0.201
C -1.888 2.794 0.976 -0.379 0.341 -0.227
C -1.961 3.344 2.401 0.353 -0.269 0.046
C -2.312 2.329 3.497 0.129 0.349 -0.545
C -3.747 1.845 3.363 -0.116 -0.280 0.294
C -4.145 0.616 4.198 0.132 0.653 -0.068
C -3.421 -0.692 3.870 -0.466 0.068 -0.390
C -4.211 -1.605 2.910 -0.328 -0.039 0.414
C -4.252 -3.106 3.288 0.485 0.574 -0.431
C -3.431 -4.032 2.375 -0.212 -0.196 0.450
C -2.060 -3.497 2.075 -0.385 0.053 -0.163
C -1.245 -3.155 3.142 -0.102 -0.121 -0.059
C 0.028 -2.677 2.953 -0.104 -0.144 0.431
C 0.578 -2.524 1.695 0.123 0.245 0.132
C 1.989 -2.014 1.601 0.045 0.039 -0.560
C 2.982 -2.856 0.771 -0.002 -0.177 0.580
C 2.737 -4.362 0.689 0.189 -0.050 0.120
C 3.094 -5.182 1.906 0.032 -0.205 -0.184
C 2.890 -4.777 3.214 -0.061 0.180 0.217
C 3.241 -5.590 4.280 0.067 -0.055 -0.167
C 3.810 -6.831 4.056 -0.196 0.179 0.341
C 4.010 -7.260 2.760 0.027 -0.054 -0.047
C 3.651 -6.442 1.705 0.015 -0.024 -0.107
C -0.236 -2.852 0.616 0.147 0.065 0.241
C -1.536 -3.336 0.801 0.274 0.032 -0.065
C -2.313 -3.628 -0.440 0.378 -0.130 0.270
O -3.461 -3.314 -0.560 -0.772 0.143 -0.133
C -1.510 -4.271 -1.530 -0.015 -0.312 -0.148
C -0.228 -3.772 -1.695 0.035 0.003 -0.015
C 0.620 -4.254 -2.674 0.116 0.009 -0.208
C 0.197 -5.262 -3.505 -0.313 -0.192 -0.146
C -1.073 -5.800 -3.346 0.249 0.140 -0.016
C -1.923 -5.308 -2.371 -0.374 0.111 0.078
S -3.516 -6.123 -2.282 -0.827 -0.566 -0.934
C -3.418 -7.121 -0.816 0.500 -0.179 -0.140
O -4.623 -5.221 -2.218 0.217 0.411 0.514
O -3.542 -7.050 -3.389 0.377 -0.157 0.101
C 0.241 -2.709 -0.774 -0.287 -0.196 0.040
O 0.963 -1.824 -1.149 0.559 0.455 -0.174
H 0.900 6.418 0.128 0.380 0.038 -0.082
H -0.043 7.830 -0.378 0.207 0.077 -0.188
H 0.246 7.517 1.318 0.086 0.128 0.189
H -2.065 6.730 -0.013 -0.220 0.055 -0.013
H -1.465 5.994 1.449 -0.158 -0.205 0.085
H -0.123 4.424 0.030 0.221 -0.233 -0.087
H -0.919 5.047 -1.398 -0.039 0.002 -0.162
H -2.520 3.421 -0.993 -0.173 -0.154 -0.149
H -3.041 4.475 0.320 -0.368 -0.050 -0.129
H -0.897 2.390 0.779 0.177 -0.111 -0.016
H -2.584 1.974 0.815 -0.163 -0.172 0.193
H -0.990 3.783 2.623 0.104 0.165 0.165
H -2.669 4.169 2.430 -0.246 0.080 0.055
H -1.584 1.523 3.460 0.059 -0.311 0.009
H -2.174 2.838 4.448 -0.049 -0.121 0.297
H -4.003 1.654 2.323 0.100 -0.063 -0.243
H -4.379 2.675 3.674 -0.236 0.122 -0.018
H -5.217 0.494 4.066 -0.213 -0.185 0.052
H -4.014 0.880 5.245 0.162 -0.052 0.223
H -3.239 -1.212 4.805 0.226 -0.201 0.100
H -2.481 -0.466 3.385 0.514 0.006 0.241
H -5.239 -1.254 2.924 -0.185 0.053 -0.129
H -3.859 -1.459 1.894 0.053 -0.127 -0.258
H -3.877 -3.221 4.300 -0.115 0.008 0.307
H -5.291 -3.408 3.279 -0.154 -0.385 0.069
H -3.281 -4.966 2.920 -0.053 -0.218 0.031
H -4.004 -4.283 1.496 0.041 0.117 -0.368
H -1.628 -3.291 4.139 -0.010 0.032 0.266
H 0.610 -2.438 3.829 0.219 0.094 0.103
H 1.940 -1.007 1.192 0.150 0.112 -0.180
H 2.395 -1.897 2.598 -0.123 -0.035 0.332
H 3.065 -2.466 -0.228 -0.088 0.184 -0.402
H 3.960 -2.732 1.231 0.211 0.111 -0.003
H 3.371 -4.735 -0.112 0.021 -0.080 -0.238
H 1.715 -4.609 0.399 -0.182 0.105 -0.057
H 2.448 -3.822 3.435 -0.052 0.183 -0.054
H 3.072 -5.246 5.286 -0.035 0.055 0.202
H 4.061 -7.440 4.909 0.158 -0.234 0.034
H 4.450 -8.225 2.566 0.053 -0.156 -0.037
H 3.803 -6.790 0.693 0.066 -0.031 -0.137
H 1.613 -3.854 -2.783 0.154 0.257 0.054
H 0.834 -5.647 -4.282 0.228 -0.060 -0.068
H -1.386 -6.600 -3.990 -0.247 -0.156 -0.037
H -2.948 -8.041 -1.142 0.127 -0.174 -0.039
H -2.787 -6.680 -0.052 -0.202 0.283 0.211
H -4.420 -7.350 -0.481 -0.243 0.225 0.128
C 5.534 -6.015 -4.186 0.001 -0.149 -0.069
C 4.240 -5.479 -4.778 0.165 0.146 0.399
C 4.063 -3.999 -4.476 -0.159 0.003 -0.079
O 3.126 -6.226 -4.281 0.003 0.016 -0.204
H 5.527 -5.909 -3.097 0.007 0.088 -0.005
H 5.648 -7.075 -4.410 0.000 0.008 -0.038
H 6.401 -5.481 -4.578 -0.001 0.012 0.021
H 4.241 -5.633 -5.857 -0.096 -0.071 -0.012
H 4.017 -3.833 -3.394 0.097 -0.016 0.002
H 3.131 -3.626 -4.905 0.023 -0.004 -0.039
H 4.888 -3.410 -4.877 0.003 0.001 0.024
H 3.100 -6.113 -3.324 0.032 -0.037 0.024
C 3.959 5.219 2.410 -0.187 0.038 0.030
C 3.787 5.499 0.924 0.436 0.117 0.090
C 5.103 5.414 0.169 -0.015 -0.008 -0.118
O 3.198 6.778 0.712 -0.190 0.043 0.035
H 4.628 5.958 2.861 0.071 -0.026 -0.036
H 3.001 5.288 2.927 -0.009 -0.029 -0.024
H 4.378 4.226 2.581 0.016 0.017 -0.015
H 3.079 4.784 0.499 -0.052 0.044 -0.015
H 5.819 6.147 0.553 -0.019 -0.044 0.146
H 4.944 5.633 -0.886 0.023 -0.108 0.081
H 5.545 4.420 0.259 0.028 0.016 -0.009
H 3.796 7.453 1.049 0.068 -0.045 0.003
C 2.853 4.017 -4.176 0.029 -0.089 0.052
C 3.343 5.355 -3.652 0.151 -0.015 -0.381
C 3.420 6.391 -4.762 0.034 0.153 0.089
O 4.622 5.211 -3.026 -0.176 0.008 0.007
H 3.545 3.626 -4.929 -0.054 0.066 -0.028
H 2.802 3.293 -3.368 -0.033 -0.095 0.099
H 1.864 4.103 -4.627 0.016 0.019 -0.019
H 2.669 5.708 -2.870 0.094 0.016 0.100
H 4.128 6.071 -5.533 -0.056 -0.064 -0.024
H 3.771 7.346 -4.370 -0.036 0.001 0.023
H 2.447 6.543 -5.231 0.005 -0.011 -0.016
H 5.247 4.906 -3.692 -0.011 -0.005 -0.033
C -6.432 7.521 -1.202 0.067 0.153 0.020
C -5.161 6.744 -1.511 -0.359 -0.242 0.172
C -5.474 5.361 -2.064 0.155 -0.038 -0.066
O -4.353 6.632 -0.340 -0.037 0.171 -0.164
H -7.022 6.998 -0.444 -0.021 -0.066 -0.051
H -6.190 8.507 -0.806 0.018 0.006 -0.033
H -7.049 7.644 -2.094 -0.012 -0.017 0.006
H -4.562 7.298 -2.234 0.098 0.018 0.064
H -6.036 4.776 -1.330 -0.066 0.044 -0.005
H -4.554 4.818 -2.278 0.007 0.026 -0.018
H -6.065 5.424 -2.979 -0.019 -0.005 0.011
H -4.858 6.142 0.318 -0.006 -0.002 0.026

Calculated values (eV) of HOMO level for the records, taken in order: -10.4 -9.3.
Calculated values (hartree) of LUMO level for the records, taken in order: 0.01878 -0.02833.
Calculated values (eV) of HOMO-LUMO gap for the records, taken in order: 10.94 8.53.